[1]
{"formula": "CH3FOS", "method": "the ωB97M-V functional and the def2-TZVPD basis", "species": ["C", "O", "F", "S", "H", "H", "H"], "xyz": [[-0.956, -0.132, -0.007], [1.733, 0.290, 0.580], [2.381, 0.808, -0.526], [0.130, -1.515, -0.145], [-0.556, 0.587, -0.872], [-0.817, 0.400, 1.046], [-1.915, -0.438, -0.076]], "atomic_forces_ev_per_a": [[4.62, 3.77, 0.45], [-1.53, -2.19, -0.71], [-0.09, -0.11, -0.08], [2.20, 1.86, 1.18], [-1.60, -1.25, 2.00], [-0.27, -1.17, -2.24], [-3.33, -0.90, -0.60]], "mulliken_charge": [-0.657, -0.271, -0.078, 0.134, 0.248, 0.251, 0.373]}

---

[2]
{"formula": "CH3FOS", "method": "the ωB97M-V functional and the def2-TZVPD basis", "species": ["C", "O", "F", "S", "H", "H", "H"], "xyz": [[0.471, 0.506, -0.089], [1.051, 0.036, -1.106], [-0.726, 1.035, -0.150], [-0.651, -1.677, 1.389], [1.054, 0.848, 0.694], [0.436, -0.039, -1.864], [-1.635, -0.711, 1.126]], "atomic_forces_ev_per_a": [[-2.24, -1.68, 2.18], [0.10, -0.07, -2.23], [0.24, 0.33, -0.90], [-0.18, 2.41, -1.24], [1.06, 0.51, 1.43], [0.22, -0.28, 0.29], [0.80, -1.22, 0.46]], "mulliken_charge": [0.058, -0.306, -0.130, -0.470, 0.400, 0.357, 0.092]}

---

[3]
{"formula": "CH3FOS", "method": "the ωB97M-V functional and the def2-TZVPD basis", "species": ["C", "O", "F", "S", "H", "H", "H"], "xyz": [[-0.584, -0.090, -0.125], [-0.829, 0.903, 0.697], [2.031, -0.982, -0.397], [1.268, 0.315, -1.031], [-0.097, -1.088, 0.202], [-1.453, -0.154, -0.872], [-0.336, 1.095, 1.526]], "atomic_forces_ev_per_a": [[2.98, -1.92, -2.27], [-1.41, 1.95, 2.21], [0.02, -0.16, 0.08], [-1.78, -0.10, 0.14], [-1.58, 1.36, 0.08], [1.68, -0.12, 0.96], [0.09, -1.01, -1.22]], "mulliken_charge": [-0.191, -0.459, -0.258, 0.036, 0.216, 0.303, 0.352]}

---

[4]
{"formula": "CH3FOS", "method": "the ωB97M-V functional and the def2-TZVPD basis", "species": ["C", "O", "F", "S", "H", "H", "H"], "xyz": [[0.025, -0.518, 0.062], [-1.137, 1.538, 0.279], [0.175, -0.605, -1.269], [1.300, -0.578, 1.082], [-1.009, -0.637, 0.258], [-1.620, 1.280, -0.488], [2.267, -0.478, 0.077]], "atomic_forces_ev_per_a": [[-2.61, 2.00, -2.70], [1.80, -1.37, 0.86], [0.70, 0.01, 0.67], [2.22, -0.06, 0.26], [-0.42, -0.50, 1.16], [-0.79, -0.07, -1.13], [-0.91, -0.01, 0.87]], "mulliken_charge": [0.131, -0.698, -0.171, -0.099, 0.380, 0.267, 0.190]}

---

[5]
{"formula": "CH3FP2", "method": "the ωB97M-V functional and the def2-TZVPD basis", "species": ["C", "F", "P", "P", "H", "H", "H"], "xyz": [[0.733, -0.912, -1.110], [0.732, -2.203, -1.586], [0.674, 0.417, -2.379], [0.783, -0.703, 0.711], [0.415, 1.506, -1.638], [1.974, 0.062, 0.571], [0.078, 0.376, 0.544]], "atomic_forces_ev_per_a": [[-0.50, 2.07, -3.33], [0.30, 1.36, 0.57], [0.25, -4.68, 0.54], [1.90, -2.29, 0.08], [-0.06, 1.14, 1.66], [0.00, -0.24, 0.43], [-1.88, 2.64, 0.06]], "mulliken_charge": [0.157, -0.216, 0.041, -0.058, -0.015, 0.068, 0.022]}

---

[6]
{"formula": "CH3I2NO", "method": "the ωB97M-V functional and the def2-TZVPD basis", "species": ["C", "N", "O", "I", "I", "H", "H", "H"], "xyz": [[0.121, 0.539, 1.109], [0.292, -0.627, -1.284], [-0.605, -0.330, 0.268], [-0.094, -2.615, -1.655], [-0.515, 0.655, -2.483], [-0.340, 0.375, 2.162], [-0.107, 1.520, 0.888], [1.248, 0.482, 0.994]], "atomic_forces_ev_per_a": [[0.46, -1.59, 0.96], [-0.20, -0.70, 4.20], [1.38, -1.14, -2.39], [-0.12, 0.35, 0.18], [-1.00, 1.40, -1.42], [1.29, -0.14, -1.50], [-0.60, 2.43, -0.66], [-1.22, -0.62, 0.62]], "mulliken_charge": [-0.523, -0.470, -0.283, 0.247, 0.278, 0.214, 0.275, 0.262]}

---

[7]
{"formula": "CH3I2O2P", "method": "the ωB97M-V functional and the def2-TZVPD basis", "species": ["C", "O", "O", "P", "I", "I", "H", "H", "H"], "xyz": [[-0.738, 0.444, 0.371], [-2.034, 0.138, 0.459], [-0.031, -0.780, 0.131], [1.382, -1.284, -0.346], [3.044, -0.371, 1.330], [1.719, 0.279, -2.217], [-2.390, -0.318, -0.317], [-0.635, 0.963, -0.620], [-0.317, 0.929, 1.208]], "atomic_forces_ev_per_a": [[0.56, -0.11, -4.24], [-2.21, -0.37, 1.63], [-0.10, -1.64, 0.92], [-1.04, 0.68, -1.79], [1.47, 0.41, 2.04], [0.03, -0.31, -0.83], [0.52, 0.29, 0.09], [0.73, 0.43, 1.13], [0.02, 0.61, 1.03]], "mulliken_charge": [-0.100, -0.507, -0.146, 0.071, -0.068, -0.078, 0.319, 0.226, 0.284], "s_squared": 2.012, "spin_multiplicity": 3}

---

[8]
{"formula": "CH3I2P", "method": "the ωB97M-V functional and the def2-TZVPD basis", "species": ["C", "P", "I", "I", "H", "H", "H"], "xyz": [[0.725, -1.122, 0.707], [0.957, 0.578, 0.027], [1.981, -1.373, 2.450], [0.729, -2.719, -0.661], [-0.641, -1.048, 0.931], [-0.341, 0.825, -0.186], [0.945, -0.063, -1.187]], "atomic_forces_ev_per_a": [[-4.76, 0.30, 1.66], [1.94, -0.19, -0.03], [-0.63, -0.17, -0.45], [0.33, -0.37, -0.07], [4.50, -0.60, 0.22], [-1.95, 0.55, 0.03], [0.57, 0.48, -1.35]], "mulliken_charge": [-0.665, 0.037, 0.108, 0.129, 0.352, 0.029, 0.010]}

---

[9]
{"formula": "CH3IN2", "method": "the ωB97M-V functional and the def2-TZVPD basis", "species": ["C", "N", "N", "I", "H", "H", "H"], "xyz": [[0.332, 1.366, -0.239], [-0.448, -1.541, 0.252], [-1.296, -0.840, -0.128], [1.676, 0.036, 0.565], [0.331, 1.837, -1.220], [-0.249, 1.681, 0.572], [-0.346, -2.539, 0.198]], "atomic_forces_ev_per_a": [[0.65, -1.09, 0.09], [-0.56, 1.40, -0.08], [0.02, -0.75, -0.09], [1.08, 1.37, -0.58], [0.33, -0.46, 0.32], [-0.91, 0.90, 0.54], [-0.60, -1.38, -0.19]], "mulliken_charge": [-0.860, 0.005, -0.205, 0.124, 0.360, 0.357, 0.219]}

---

[10]
{"formula": "CH3IN4", "method": "the ωB97M-V functional and the def2-TZVPD basis", "species": ["C", "N", "N", "N", "N", "I", "H", "H", "H"], "xyz": [[-1.481, 0.026, 0.390], [-0.849, 1.054, -0.120], [0.374, 1.358, -0.142], [1.082, -0.916, -0.031], [1.284, 0.327, -0.105], [-3.426, -0.475, -0.173], [-0.949, -0.699, 1.042], [1.840, -1.373, -0.368], [2.125, 0.698, -0.492]], "atomic_forces_ev_per_a": [[2.55, 0.65, -0.48], [-4.83, -2.20, 0.48], [4.01, -0.62, 0.38], [-3.36, 1.06, 1.76], [-1.92, 1.65, -0.43], [0.29, 0.35, 0.20], [-0.80, 0.49, -0.45], [3.04, -1.75, -1.38], [1.02, 0.38, -0.09]], "mulliken_charge": [-0.225, -0.008, -0.632, -0.671, 0.533, 0.078, 0.465, 0.203, 0.257]}

---

[11]
{"formula": "CH3INO6S3", "method": "the ωB97M-V functional and the def2-TZVPD basis", "species": ["C", "S", "O", "O", "S", "O", "O", "N", "S", "O", "O", "I", "H", "H", "H"], "xyz": [[-0.247, 0.101, 2.211], [-1.112, -0.600, 0.670], [-2.001, 0.535, 0.106], [-2.081, -1.757, 1.108], [0.357, -1.328, -0.656], [-0.110, -2.780, -1.064], [1.748, -1.491, 0.066], [0.510, -0.439, -2.152], [0.864, 1.250, -1.891], [2.013, 1.655, -2.895], [1.296, 1.620, -0.452], [-1.103, 2.559, -2.604], [-0.524, -0.605, 3.116], [-0.534, 1.220, 2.404], [0.925, 0.060, 2.032]], "atomic_forces_ev_per_a": [[1.69, -0.18, 0.77], [-8.71, 1.43, 3.16], [3.70, -2.88, 0.89], [4.40, 3.18, -1.30], [6.34, -6.70, -3.62], [0.60, 5.76, 1.35], [-5.13, 1.67, -1.51], [-0.64, 1.69, 3.14], [6.49, 0.10, 0.49], [-4.70, -1.53, 2.95], [-2.40, -1.28, -3.87], [0.30, -0.30, 0.20], [0.40, 1.43, -2.08], [0.17, -2.34, -0.78], [-2.52, -0.03, 0.21]], "mulliken_charge": [-0.766, 0.996, -0.585, -0.599, 0.902, -0.608, -0.587, -0.298, 0.722, -0.586, -0.511, 0.027, 0.309, 0.280, 0.303], "charge": -1}

---

[12]
{"formula": "CH3IO", "method": "the ωB97M-V functional and the def2-TZVPD basis", "species": ["C", "O", "I", "H", "H", "H"], "xyz": [[0.839, -0.338, -0.773], [-0.613, 1.409, 0.123], [2.596, 0.192, 0.089], [0.175, -1.243, -0.330], [0.595, 0.062, -1.666], [-0.654, 1.750, -0.777]], "atomic_forces_ev_per_a": [[-2.69, -1.14, 5.34], [1.75, -2.24, -0.93], [-0.30, -0.25, -0.19], [1.94, 2.41, -1.19], [-0.53, 0.95, -2.94], [-0.17, 0.28, -0.09]], "mulliken_charge": [-0.523, -0.651, 0.267, 0.281, 0.351, 0.276]}

---

[13]
{"formula": "CH3IO2", "method": "the ωB97M-V functional and the def2-TZVPD basis", "species": ["C", "O", "O", "I", "H", "H", "H"], "xyz": [[-0.032, -0.113, 0.268], [0.624, 0.835, -0.476], [0.365, -1.346, -0.064], [-2.244, 0.129, -0.054], [0.167, 0.115, 1.433], [0.495, 1.715, -0.106], [0.624, -1.335, -1.000]], "atomic_forces_ev_per_a": [[0.35, 1.55, 2.96], [0.25, -0.10, -0.43], [0.33, -0.34, -0.29], [0.20, -0.03, 0.14], [-0.85, -0.94, -2.52], [-0.15, -0.08, -0.01], [-0.13, -0.07, 0.14]], "mulliken_charge": [-0.025, -0.492, -0.422, -0.083, 0.329, 0.347, 0.346]}

---

[14]
{"formula": "CH3IOS2", "method": "the ωB97M-V functional and the def2-TZVPD basis", "species": ["C", "O", "S", "S", "I", "H", "H", "H"], "xyz": [[0.788, 0.520, 0.197], [-0.674, -0.839, -1.804], [-0.449, -2.087, 0.717], [-0.504, -0.525, -0.412], [-2.248, 1.162, 0.095], [0.578, 0.299, 1.278], [1.653, -0.058, -0.086], [0.855, 1.529, 0.014]], "atomic_forces_ev_per_a": [[0.33, -3.14, 1.75], [0.61, 0.84, -0.51], [-0.17, 0.62, -0.07], [-1.41, -0.95, 0.60], [-0.30, -0.22, 0.05], [0.55, 0.59, -0.84], [0.72, 0.12, 0.01], [-0.33, 2.14, -0.99]], "mulliken_charge": [-0.938, -0.519, -0.257, 0.559, 0.005, 0.418, 0.328, 0.404]}

---

[15]
{"formula": "CH3IOS2", "method": "the ωB97M-V functional and the def2-TZVPD basis", "species": ["C", "O", "S", "S", "I", "H", "H", "H"], "xyz": [[0.074, 1.006, -0.769], [1.079, -2.163, 1.598], [0.374, -0.969, 1.311], [1.074, -0.418, -0.589], [-2.035, -1.536, 0.770], [0.505, 2.020, -0.983], [-0.658, 0.908, -1.445], [-0.414, 1.152, 0.107]], "atomic_forces_ev_per_a": [[2.68, 2.29, -0.19], [1.13, -2.16, 0.71], [-1.13, 2.03, -0.81], [0.77, -0.55, -0.08], [0.14, -0.02, 0.03], [0.58, -1.21, 0.17], [-2.63, -0.89, -2.77], [-1.54, 0.50, 2.95]], "mulliken_charge": [-0.969, -0.426, 0.346, -0.024, -0.036, 0.324, 0.447, 0.338]}

---

[16]
{"formula": "CH3InN2O5", "method": "the ωB97M-V functional and the def2-TZVPD basis", "species": ["In", "N", "O", "O", "O", "C", "N", "O", "O", "H", "H", "H"], "xyz": [[0.970, -15.340, -14.279], [-1.161, -12.168, -15.475], [-0.503, -11.382, -16.031], [-2.311, -12.350, -15.819], [-0.577, -12.915, -14.729], [-4.013, -15.334, -14.893], [-3.012, -15.044, -13.779], [-3.268, -14.353, -12.819], [-1.889, -15.548, -13.954], [-3.949, -14.415, -15.474], [-4.987, -15.534, -14.447], [-3.712, -16.145, -15.556]], "atomic_forces_ev_per_a": [[1.33, -0.65, 0.24], [0.69, -2.93, 1.28], [3.09, 4.52, -2.35], [-3.41, -0.28, -0.27], [-0.47, -0.06, 0.89], [0.34, 0.16, -0.47], [-3.68, 1.81, 2.44], [1.00, -1.60, -2.17], [1.23, -0.92, -0.29], [-0.43, 0.17, 0.01], [-0.04, 0.14, 0.39], [0.36, -0.36, 0.29]], "mulliken_charge": [1.086, 1.255, 0.003, -0.023, -0.299, -0.555, 0.717, -0.202, 0.001, 0.304, 0.325, 0.390], "s_squared": 1.595, "spin_multiplicity": 2, "charge": 3}

---

[17]
{"formula": "CH3MgNdO2", "method": "the ωB97M-V functional and the def2-TZVPD basis", "species": ["O", "Nd", "O", "C", "Mg", "H", "H", "H"], "xyz": [[-1.972, -2.231, 0.642], [-0.435, -2.128, -0.949], [0.622, -0.163, -0.224], [1.000, 1.156, -0.390], [-2.581, -1.286, 2.119], [0.187, 1.791, -0.793], [1.289, 1.517, 0.616], [1.890, 1.343, -1.022]], "atomic_forces_ev_per_a": [[3.16, -0.07, -3.49], [-1.40, 3.28, 4.72], [-1.83, -4.13, -1.95], [0.54, 1.37, 0.69], [-0.11, 0.08, 0.22], [0.22, -0.27, 0.26], [-0.25, 0.27, -0.46], [-0.33, -0.54, 0.02]], "mulliken_charge": [-0.825, 1.921, -0.729, -0.525, 0.496, 0.224, 0.201, 0.237], "s_squared": 6.007, "spin_multiplicity": 5, "charge": 1}

---

[18]
{"formula": "CH3N", "method": "the ωB97M-V functional and the def2-TZVPD basis", "species": ["C", "N", "H", "H", "H"], "xyz": [[0.084, -0.056, -0.302], [0.021, -0.214, 0.971], [-0.482, -0.650, -1.119], [0.980, 0.456, -0.854], [-0.603, 0.464, 1.304]], "atomic_forces_ev_per_a": [[2.17, -1.81, -0.89], [0.49, 0.83, -3.42], [-0.16, 0.84, 1.17], [-0.98, -0.41, 0.92], [-1.52, 0.55, 2.22]], "mulliken_charge": [-0.126, -0.489, 0.193, 0.181, 0.242]}

---

[19]
{"formula": "CH3N2O", "method": "the ωB97M-V functional and the def2-TZVPD basis", "species": ["C", "N", "N", "O", "H", "H", "H"], "xyz": [[0.911, 0.002, 0.084], [-2.745, -0.202, 0.166], [-1.669, -0.244, -0.002], [-0.290, 0.657, -0.111], [1.303, -0.620, -0.764], [0.992, -0.398, 1.039], [1.499, 0.805, -0.412]], "atomic_forces_ev_per_a": [[-0.89, -0.12, -2.87], [-0.33, -0.29, 0.01], [0.86, 0.68, -0.17], [0.14, -0.56, -0.13], [-0.95, -0.52, 0.47], [0.93, -0.20, 1.70], [0.25, 1.02, 0.98]], "mulliken_charge": [-0.348, -0.011, 0.412, -0.030, 0.311, 0.325, 0.341], "charge": 1}

---

[20]
{"formula": "CH3N2O2", "method": "the ωB97M-V functional and the def2-TZVPD basis", "species": ["C", "N", "N", "O", "O", "H", "H", "H"], "xyz": [[0.003, -0.150, 0.459], [1.008, 0.524, 0.645], [-1.141, -0.535, -0.034], [-2.214, -0.914, 0.310], [-0.945, -0.413, -1.438], [0.255, -0.019, -1.499], [1.894, -0.013, 0.782], [1.140, 1.521, 0.776]], "atomic_forces_ev_per_a": [[-3.31, -2.43, -0.30], [3.47, 0.18, 1.17], [0.16, 1.44, -0.77], [1.03, 0.03, 0.54], [5.13, 1.48, -0.09], [-5.36, -1.85, -0.49], [-0.49, 0.56, 0.04], [-0.63, 0.59, -0.09]], "mulliken_charge": [0.170, -0.202, 0.788, -0.443, -0.414, 0.450, 0.347, 0.304], "charge": 1}

---

Number 1: DFT total energy -16678.5040 eV, largest force on an atom 6.0 eV/A. Number 2: DFT total energy -16682.9300 eV, largest force on an atom 3.5 eV/A. Number 3: DFT total energy -16683.7530 eV, largest force on an atom 4.2 eV/A. Number 4: DFT total energy -16681.7819 eV, largest force on an atom 4.3 eV/A. Number 5: DFT total energy -22377.6196 eV, largest force on an atom 4.7 eV/A. Number 6: DFT total energy -20819.6891 eV, largest force on an atom 4.3 eV/A. Number 7: DFT total energy -30668.0440 eV, largest force on an atom 4.3 eV/A. Number 8: DFT total energy -26573.2802 eV, largest force on an atom 5.1 eV/A. Number 9: DFT total energy -12161.7881 eV, largest force on an atom 1.8 eV/A. Number 10: DFT total energy -15141.9494 eV, largest force on an atom 5.3 eV/A. Number 11: DFT total energy -55463.3328 eV, largest force on an atom 9.9 eV/A. Number 12: DFT total energy -11229.1345 eV, largest force on an atom 6.1 eV/A. Number 13: DFT total energy -13280.7069 eV, largest force on an atom 3.4 eV/A. Number 14: DFT total energy -32902.6533 eV, largest force on an atom 3.6 eV/A. Number 15: DFT total energy -32903.1496 eV, largest force on an atom 3.9 eV/A. Number 16: DFT total energy -19426.1104 eV, largest force on an atom 6.0 eV/A. Number 17: DFT total energy -25894.5244 eV, largest force on an atom 5.9 eV/A. Number 18: DFT total energy -2572.3464 eV, largest force on an atom 3.5 eV/A. Number 19: DFT total energy -6100.1506 eV, largest force on an atom 3.0 eV/A. Number 20: DFT total energy -8145.4394 eV, largest force on an atom 5.7 eV/A.